[1]
28
Properties=species:S:1:pos:R:3:forces:R:3 method="wB97M-V/def2-TZVPD" smiles="CC1(C)N=[S@@](=O)([O-])[NH2+]c2ccc(N)cc21" gap_ev=9.323 max_force_ev_per_a=4.4 energy_ha=-1063.5820 lumo_ev=0.43 charge=0 relative_energy_kcal_mol=33.3
C 1.178573 -1.855120 -1.420976 1.8061 2.0422 0.9584
C 1.154343 -1.070994 -0.032305 2.0501 -1.5205 1.1186
C 0.627210 -2.029021 1.117208 -0.5227 -1.3004 0.5373
N 2.651510 -0.808461 0.377096 -1.3856 0.0810 -0.9581
S 3.122989 0.444654 -0.323416 2.9476 1.0848 -0.3767
O 4.471256 0.943369 -0.059175 -1.5906 -1.1327 0.1272
O 2.573179 0.892084 -1.591092 -0.0631 -0.3731 0.9629
N 2.155328 1.777637 0.864229 2.7784 2.7624 -1.4279
C 0.850884 1.517493 0.511511 -4.2075 -0.8814 -1.0434
C -0.066892 2.579099 0.408540 1.0604 -1.4139 -0.8329
C -1.341566 2.471421 -0.126242 0.1109 0.4662 1.7595
C -1.830611 1.158053 -0.375018 -1.1956 0.7993 0.0786
N -3.250720 0.941577 -0.705925 3.6717 -0.5998 1.9195
C -0.938008 0.084692 -0.293316 0.0282 1.6511 -0.3683
C 0.402932 0.244737 0.063391 -0.8958 -0.1929 -0.0364
H 1.559459 -2.871813 -1.186565 0.3384 0.8685 -0.4787
H 1.761730 -1.173967 -2.166876 -0.8411 -1.8164 1.2415
H 0.208498 -1.990666 -1.788546 -1.6073 -0.0878 -0.5906
H 0.555718 -1.448980 2.054712 -0.0600 -0.1284 -0.4061
H -0.439468 -2.503088 0.947415 2.0920 1.0936 -0.0347
H 1.339620 -2.904548 1.397182 -0.9937 1.5362 -1.0160
H 2.488178 2.746635 0.452374 -0.7788 -2.4095 1.4023
H 2.373641 1.697944 1.852771 0.2618 -0.1326 -0.1094
H 0.379043 3.529215 0.564853 -0.0489 1.0159 0.4241
H -1.832433 3.493726 -0.010217 -0.3361 -1.9148 -0.9057
H -3.656052 1.824473 -0.569314 -1.2391 1.0120 -0.7317
H -3.223329 0.524280 -1.597211 -0.9677 -0.1067 -1.3184
H -1.235458 -0.879288 -0.647787 -0.4122 -0.4020 0.1051

=====

[2]
25
Properties=species:S:1:pos:R:3:forces:R:3 method="wB97M-V/def2-TZVPD" gap_ev=8.954 max_force_ev_per_a=1.0 energy_ha=-422.3335 lumo_ev=-3.06 charge=+1 relative_energy_kcal_mol=37.1
N -0.952400 1.647497 -0.694428 0.0069 -0.7379 -0.3985
C -1.169443 0.438169 0.202680 0.3614 0.7678 0.4342
C 0.039041 -0.492686 0.170399 -0.6477 -0.5042 -0.3985
N -0.120005 -1.550770 -0.827929 0.6332 0.2971 -0.0522
C -0.218433 -2.896632 -0.270026 0.1101 -0.2717 0.4024
C 0.911979 -1.477103 -1.863279 -0.5373 0.1610 -0.4297
H -0.185553 2.229613 -0.327236 -0.2402 0.1487 -0.3481
H -1.826177 2.145150 -0.847610 0.0864 0.4082 0.3424
H -0.663105 1.337665 -1.623205 0.2154 -0.0549 -0.0303
H -2.090899 -0.018926 -0.123534 -0.0783 -0.3463 -0.0583
H -1.278049 0.869687 1.193386 -0.1498 -0.0488 0.0757
H 0.151854 -0.907581 1.173020 0.0420 0.0172 0.0239
H 0.933320 0.084689 -0.057380 0.1850 0.1077 0.1340
H 0.144285 -2.982456 0.762129 0.0184 0.3007 -0.0162
H 0.392771 -3.612946 -0.820792 -0.1906 0.1114 -0.2585
H -1.245807 -3.231244 -0.266083 -0.2899 -0.2380 -0.0707
H 1.901803 -1.759967 -1.493165 0.1530 0.1982 -0.0689
H 0.906472 -0.478017 -2.321004 0.3397 -0.0831 0.3255
H 0.645845 -2.126962 -2.694987 0.0221 -0.2576 0.1239
H -0.086841 0.970050 4.033576 -0.1057 0.2227 -0.2946
H -1.412440 0.391471 3.604870 0.2612 0.4661 -0.2150
O -0.739472 1.038347 3.318007 -0.1485 -0.7076 0.5737
H 2.401571 3.130110 -0.811686 -0.0372 -0.0669 -0.1098
H 1.977609 2.169956 0.291973 0.2992 -0.0159 -0.0443
O 1.862486 2.344430 -0.651011 -0.3088 0.1261 0.3578

=====

[3]
17
Properties=species:S:1:pos:R:3:forces:R:3 method="wB97M-V/def2-TZVPD" smiles=Nc1ccccc1.O gap_ev=8.911 max_force_ev_per_a=3.8 energy_ha=-363.9844 lumo_ev=0.75 charge=0 relative_energy_kcal_mol=25.0
N -1.398066 1.874910 0.330645 0.7241 0.0216 2.0980
C -0.402977 0.945495 -0.074960 1.1001 0.4505 0.2178
C 0.906894 0.910918 0.463285 -0.4007 -3.0107 -2.3477
C 1.900410 -0.076789 0.082941 -1.1324 1.1459 -0.3571
C 1.439497 -0.968263 -0.901856 0.0564 -0.0172 -0.8622
C 0.188282 -0.757593 -1.608862 3.1041 -1.3940 0.9875
C -0.691547 0.160978 -1.189563 -1.1246 1.0379 0.7522
H -2.349979 1.604417 0.071410 0.5991 0.0988 0.2917
H -1.307354 2.073717 1.369010 -0.4912 -0.2002 -1.9402
H 1.206656 1.592968 1.137011 0.7085 2.4580 2.4430
H 2.992204 0.045755 0.495657 -2.4458 -0.7420 -0.8150
H 2.014238 -1.835375 -1.282683 -0.0374 0.8385 0.4275
H 0.098728 -1.375167 -2.478673 -0.6088 -0.2070 -0.2812
H -1.658704 0.384521 -1.612970 -0.0842 -0.4060 -0.6154
O -0.917460 -1.935638 1.632272 0.2117 2.5141 2.5614
H -0.690524 -1.392349 2.517187 -0.7852 -1.8686 -3.1803
H -1.330296 -1.252507 1.050151 0.6064 -0.7196 0.6199

=====

[4]
23
Properties=species:S:1:pos:R:3:forces:R:3 method="wB97M-V/def2-TZVPD" smiles=CCN[C@H](C)CO.O gap_ev=10.103 max_force_ev_per_a=4.4 energy_ha=-404.6487 lumo_ev=0.80 charge=0 relative_energy_kcal_mol=66.8
C -1.425356 2.302049 -0.844462 0.5576 -1.7997 1.1269
C -0.359828 1.562836 0.187415 -0.4043 2.6753 -3.5256
N -0.264946 0.156426 -0.271549 1.4593 0.4875 1.6753
C 0.597850 -0.526327 0.708105 1.3718 -2.4828 1.4593
C 1.716218 0.238738 1.540252 0.2252 -3.1841 -0.8508
C 1.415869 -1.856300 0.123920 -2.7038 -1.5681 2.3267
O 1.135044 -2.142517 -1.181280 2.3284 0.0989 -1.7123
H -2.389428 1.895382 -0.529162 -0.1170 0.2302 -0.2493
H -1.440712 3.353120 -0.763005 0.0287 1.3290 0.7612
H -1.358503 2.190391 -1.943210 0.6339 -0.7982 0.5849
H 0.614262 2.184885 0.166868 -1.0991 -1.2740 -0.2156
H -0.729403 1.763450 1.209480 -0.1562 -0.9852 -0.4729
H 0.151663 0.024796 -1.194115 -0.0743 0.7660 0.1186
H -0.169460 -0.899997 1.495358 1.5268 0.3595 -0.9642
H 1.225739 0.886575 2.163132 -0.6466 2.2629 1.4350
H 2.146841 -0.532036 2.231082 -0.5378 0.3067 -0.4613
H 2.621918 0.588262 1.045583 -0.5109 0.5108 -0.4841
H 1.075870 -2.805555 0.813995 0.7581 2.1960 -1.2235
H 2.513528 -1.911757 0.113232 -0.2949 1.0159 0.6831
H 0.267925 -2.217204 -1.488135 -2.4953 -0.1969 0.0662
O -2.463112 -1.814667 -1.260907 -0.8728 1.6442 -1.3212
H -2.837518 -1.048011 -1.830339 1.1111 -1.9001 1.6863
H -2.044468 -1.392539 -0.492256 -0.0879 0.3063 -0.4424